# 1
DFT (ωB97M-V with the def2-TZVPD basis set) results for a cluster of 7 separate species, C22H43Cl13NO4P in total.

XYZ file:
```
84
Properties=species:S:1:pos:R:3:mulliken_charge:R:1
C 4.690 -3.872 -0.411 -1.24
C 4.748 -2.586 -1.251 0.17
C 3.709 -1.519 -0.840 0.45
C 4.342 -0.192 -0.432 -0.49
C 3.342 0.959 -0.237 -1.06
C 2.100 0.658 0.643 -0.64
C 0.727 0.882 -0.043 -0.67
C -0.345 -0.225 0.094 1.21
P -0.870 -1.262 -1.452 -0.03
N -0.488 -0.109 -2.654 -0.60
O 0.270 -2.425 -1.636 -0.47
O -1.625 0.474 0.285 -0.40
C -2.338 -0.199 1.201 0.51
O -3.528 -0.245 1.282 -0.66
O -1.482 -0.775 2.083 -0.36
C -0.247 -1.015 1.438 -0.02
Cl -0.002 -2.770 1.296 -0.15
H 4.272 -3.681 0.583 0.32
H 4.067 -4.635 -0.885 0.31
H 5.683 -4.305 -0.266 0.34
H 5.750 -2.152 -1.202 -0.06
H 4.570 -2.855 -2.297 0.16
H 3.019 -1.320 -1.671 -0.16
H 3.111 -1.929 -0.018 0.08
H 4.966 -0.328 0.458 0.33
H 5.021 0.093 -1.242 0.03
H 3.037 1.320 -1.227 0.45
H 3.880 1.791 0.226 0.26
H 2.151 1.318 1.514 0.43
H 2.180 -0.357 1.040 0.28
H 0.241 1.770 0.372 -0.32
H 0.911 1.116 -1.086 0.63
H 0.499 0.113 -2.726 0.16
H -0.767 -0.494 -3.552 0.33
H 1.170 -2.106 -1.776 0.29
H 0.546 -0.675 2.096 0.42
Cl -4.869 1.801 4.861 -0.20
C -5.312 0.328 3.948 0.39
C -6.606 0.499 3.197 -0.15
Cl -8.018 0.615 4.290 -0.23
H -5.363 -0.493 4.659 0.40
H -4.505 0.137 3.241 -0.46
H -6.772 -0.365 2.556 0.31
H -6.582 1.399 2.594 -0.03
Cl -1.665 3.810 1.256 -0.20
C -2.753 4.350 2.571 0.06
C -2.479 5.763 3.008 -0.53
Cl -0.915 5.917 3.855 -0.20
H -2.652 3.646 3.394 0.22
H -3.745 4.244 2.146 -0.04
H -3.253 6.079 3.704 0.37
H -2.459 6.444 2.161 0.32
Cl 8.853 -0.376 0.511 -0.19
C 9.503 -1.088 -0.990 -0.51
C 9.206 -0.238 -2.198 -0.42
Cl 7.463 -0.211 -2.567 -0.11
H 9.069 -2.080 -1.096 0.29
H 10.580 -1.180 -0.863 0.38
H 9.710 -0.654 -3.069 0.18
H 9.528 0.790 -2.053 0.36
Cl -13.014 1.145 5.278 -0.19
C -12.007 -0.009 4.365 -0.06
C -12.352 -0.032 2.899 -0.42
Cl -13.966 -0.728 2.593 -0.19
H -12.137 -0.989 4.817 0.33
H -10.971 0.303 4.483 -0.05
H -11.631 -0.652 2.369 0.28
H -12.340 0.969 2.476 0.33
Cl 9.554 -2.912 -4.858 -0.16
C 8.575 -3.392 -6.273 -0.47
C 7.502 -2.387 -6.602 -0.53
Cl 6.234 -2.334 -5.354 -0.12
H 8.147 -4.366 -6.054 0.33
H 9.259 -3.481 -7.116 0.31
H 7.024 -2.674 -7.536 0.32
H 7.909 -1.384 -6.702 0.32
Cl -5.643 3.052 0.904 -0.29
C -4.581 1.924 -0.003 0.53
C -4.933 1.872 -1.464 -0.49
Cl -6.521 1.107 -1.742 -0.22
H -4.669 0.946 0.462 0.40
H -3.560 2.281 0.124 -0.47
H -4.189 1.272 -1.986 0.25
H -4.965 2.866 -1.902 0.39
```

Summary:
2S+1	1
orbital gap	9.997	eV
HOMO level	-9.81	eV

=====

# 2
DFT (ωB97M-V with the def2-TZVPD basis set) results for a structure of composition C22H43FN2O2PS3SbZn.

XYZ file:
```
76
Properties=species:S:1:pos:R:3:mulliken_charge:R:1
Zn -0.405 -1.594 2.019 2.31
S -1.609 2.659 2.840 -0.20
C -1.421 1.039 2.767 0.13
S -2.120 -0.015 1.624 -0.43
S -0.357 0.216 3.994 -0.31
N 2.222 1.525 2.498 -0.48
C 3.360 0.619 2.344 -0.77
P 2.787 -1.058 1.938 1.02
O 3.873 -1.860 1.252 -0.86
O 1.426 -1.035 1.288 -1.28
C 2.664 -2.081 3.498 -0.83
N 2.959 -3.446 2.948 -0.23
H 1.620 1.516 1.679 0.14
H 2.515 2.478 2.666 0.24
H 0.716 0.992 3.645 0.17
H 3.916 0.573 3.283 0.52
H 4.066 0.887 1.553 0.39
H 1.692 -2.047 3.980 0.06
H 3.447 -1.809 4.203 0.47
H 3.563 -3.153 2.066 0.44
H 2.103 -3.887 2.614 0.15
H 3.441 -4.067 3.584 0.36
F -5.795 -5.133 1.451 -0.34
C -4.544 -4.739 1.788 0.42
C -3.483 -5.131 1.000 -0.71
C -2.204 -4.718 1.353 -0.12
C -1.974 -3.926 2.481 -0.30
C -0.594 -3.441 2.826 -1.57
C -3.081 -3.554 3.246 -0.06
C -4.366 -3.957 2.908 -0.75
H -3.660 -5.740 0.122 0.42
H -1.361 -5.012 0.735 0.31
H 0.144 -4.175 2.476 0.64
H -0.493 -3.333 3.911 0.69
H -2.937 -2.929 4.122 0.32
H -5.226 -3.661 3.497 0.42
C 2.982 1.442 -1.512 -1.87
C 1.826 1.083 -2.448 1.92
C 1.998 1.822 -3.774 -1.77
C 1.865 -0.428 -2.692 -2.02
Sb -0.028 1.473 -1.258 0.86
C -0.303 3.686 -1.385 1.65
C -1.750 4.015 -1.008 -1.79
C 0.617 4.246 -0.297 -1.50
C 0.030 4.338 -2.725 -1.64
C -1.607 0.578 -2.541 1.66
C -1.410 0.816 -4.035 -1.59
C -2.968 1.121 -2.105 -1.77
C -1.565 -0.921 -2.231 -1.62
H 3.943 1.212 -1.993 0.47
H 2.927 0.848 -0.596 0.22
H 2.986 2.503 -1.248 0.32
H 2.844 1.386 -4.324 0.51
H 2.224 2.876 -3.622 0.34
H 1.119 1.755 -4.414 0.23
H 2.859 -0.712 -3.065 0.52
H 1.133 -0.741 -3.438 0.35
H 1.687 -0.990 -1.769 0.23
H -2.106 3.424 -0.158 0.25
H -2.427 3.867 -1.848 0.33
H -1.812 5.074 -0.719 0.52
H 0.313 3.892 0.692 0.14
H 0.550 5.343 -0.291 0.46
H 1.666 3.981 -0.462 0.31
H -0.487 3.863 -3.561 0.18
H 1.100 4.326 -2.928 0.30
H -0.281 5.393 -2.699 0.48
H -1.373 1.882 -4.275 0.21
H -2.253 0.380 -4.590 0.50
H -0.496 0.347 -4.406 0.26
H -3.129 2.139 -2.458 0.31
H -3.089 1.108 -1.018 0.25
H -3.759 0.492 -2.536 0.52
H -0.619 -1.382 -2.520 0.25
H -2.369 -1.431 -2.778 0.49
H -1.721 -1.108 -1.164 0.15
```

Summary:
2S+1	1
orbital gap	6.954	eV
HOMO level	-7.41	eV

=====

# 3
DFT (ωB97M-V with the def2-TZVPD basis set) results for a structure of composition C22H43FeGeN2O4Se2.

XYZ file:
```
75
Properties=species:S:1:pos:R:3:mulliken_charge:R:1
Fe -0.209 0.263 -0.178 -0.19
C 2.677 1.197 -2.543 -1.36
C 2.918 1.121 -1.049 1.23
C 3.705 2.336 -0.581 -1.72
C 3.646 -0.159 -0.669 -1.24
O 1.598 1.152 -0.402 0.56
Ge 1.397 1.650 1.419 -0.27
O 0.655 -0.105 1.496 0.99
C 0.428 -0.856 2.744 1.29
C 1.033 -2.230 2.536 -1.21
C 1.127 -0.133 3.882 -2.07
C -1.061 -0.946 3.024 -1.33
O -0.424 2.028 0.756 0.23
C -0.890 3.426 0.689 1.11
C -0.368 4.091 -0.571 -0.99
C -0.357 4.141 1.929 -1.85
C -2.398 3.452 0.730 -0.97
H 3.624 1.244 -3.082 0.56
H 2.150 0.307 -2.899 0.11
H 2.096 2.085 -2.797 0.21
H 4.631 2.410 -1.152 0.51
H 3.136 3.255 -0.736 0.33
H 3.982 2.270 0.472 0.48
H 4.677 -0.124 -1.020 0.54
H 3.666 -0.291 0.415 0.22
H 3.177 -1.038 -1.111 0.06
H 2.115 -2.163 2.413 0.37
H 0.825 -2.871 3.394 0.48
H 0.613 -2.702 1.647 0.08
H 2.182 0.036 3.660 0.50
H 0.658 0.828 4.107 0.46
H 1.075 -0.745 4.783 0.49
H -1.563 -1.570 2.283 0.07
H -1.238 -1.389 4.005 0.64
H -1.507 0.052 3.021 0.13
H 0.724 4.080 -0.596 0.03
H -0.732 3.593 -1.470 0.13
H -0.696 5.130 -0.612 0.52
H 0.728 4.245 1.908 0.46
H -0.779 5.145 1.973 0.48
H -0.640 3.611 2.840 0.37
H -2.818 2.986 -0.164 -0.23
H -2.762 2.942 1.621 0.27
H -2.757 4.481 0.762 0.57
C -0.629 -0.363 -3.717 -1.15
Se -0.839 1.084 -2.444 0.34
C -2.787 1.055 -2.394 -0.85
C -3.364 -0.067 -1.553 -0.80
Se -2.831 0.060 0.311 0.47
C -4.387 0.930 1.052 -1.39
H -1.146 -0.054 -4.621 0.51
H -1.029 -1.298 -3.335 0.38
H 0.433 -0.465 -3.924 0.34
H -3.135 0.961 -3.424 0.66
H -3.082 2.041 -2.039 0.36
H -3.005 -1.044 -1.873 0.27
H -4.453 -0.062 -1.580 0.69
H -5.156 0.167 0.956 0.42
H -4.636 1.831 0.501 0.45
H -4.187 1.150 2.095 0.43
N 0.925 -6.651 -0.278 -0.31
C 1.354 -5.609 -1.018 0.13
O 2.269 -5.657 -1.807 -0.57
C 0.628 -4.283 -0.844 0.56
C 1.281 -3.159 -1.334 -1.25
C 0.614 -1.963 -1.260 0.12
N -0.607 -1.760 -0.723 0.84
C -1.198 -2.850 -0.213 -1.06
C -0.635 -4.113 -0.286 -0.81
H 1.400 -7.533 -0.389 0.26
H 0.201 -6.585 0.413 0.16
H 2.263 -3.253 -1.777 0.57
H 1.079 -1.089 -1.704 0.37
H -2.174 -2.711 0.238 0.41
H -1.210 -4.947 0.093 0.39
```

Summary:
⟨S²⟩	1.1542
2S+1	2
orbital gap (spin up / spin down)	6.145 / 7.539	eV
net charge	+2
HOMO level (spin up / spin down)	-14.55 / -14.52	eV
ΔE to the lowest compared entry with this formula, charge and spin	1.262	eV

=====

# 4
DFT (ωB97M-V with the def2-TZVPD basis set) results for the molecule C22H43N3O3S.

XYZ file:
```
72
Properties=species:S:1:pos:R:3:nbo_charge:R:1
C 1.775 -3.440 -0.486 -0.61
C 3.017 -2.553 -0.498 -0.24
C 3.950 -2.947 -1.640 -0.60
C 3.763 -2.649 0.839 -0.23
N 2.977 -2.119 1.936 -0.71
C 2.727 -2.950 3.094 -0.21
C 3.977 -3.424 3.851 -0.23
C 3.549 -4.332 5.002 -0.60
C 4.784 -2.239 4.370 -0.62
S 3.121 -0.487 2.158 2.47
O 4.432 -0.025 1.811 -0.95
O 2.589 -0.142 3.444 -0.95
N 2.081 0.054 0.961 -0.68
C 2.346 1.393 0.475 -0.23
C 1.524 1.650 -0.784 -0.39
C 0.036 1.463 -0.489 -0.31
C -0.787 1.584 -1.770 0.70
O -0.398 1.176 -2.844 -0.64
N -1.996 2.157 -1.593 -0.62
C -2.981 2.290 -2.649 -0.06
C -4.084 1.235 -2.491 -0.41
C -4.897 1.258 -1.197 -0.40
C -5.759 2.499 -0.944 -0.41
C -6.561 2.982 -2.160 -0.41
C -5.974 4.204 -2.870 -0.38
C -4.653 4.011 -3.620 -0.41
C -3.437 3.753 -2.722 -0.41
C -0.186 0.061 0.092 -0.39
C 0.695 -0.143 1.320 -0.23
H 2.055 -4.487 -0.385 0.20
H 1.215 -3.323 -1.411 0.21
H 1.130 -3.171 0.346 0.21
H 2.709 -1.513 -0.628 0.22
H 3.436 -2.865 -2.594 0.21
H 4.289 -3.975 -1.520 0.20
H 4.822 -2.299 -1.662 0.21
H 4.001 -3.694 1.047 0.20
H 4.696 -2.081 0.775 0.22
H 2.142 -3.817 2.767 0.20
H 2.116 -2.343 3.764 0.23
H 4.606 -4.005 3.167 0.19
H 2.922 -3.783 5.700 0.20
H 2.988 -5.189 4.635 0.20
H 4.421 -4.698 5.539 0.21
H 5.092 -1.592 3.552 0.22
H 5.673 -2.586 4.893 0.21
H 4.182 -1.645 5.052 0.21
H 3.415 1.449 0.271 0.24
H 2.098 2.140 1.246 0.17
H 1.712 2.663 -1.142 0.22
H 1.812 0.950 -1.568 0.23
H -0.290 2.213 0.240 0.20
H -2.279 2.448 -0.671 0.39
H -2.444 2.047 -3.574 0.24
H -4.755 1.306 -3.345 0.20
H -3.593 0.260 -2.553 0.22
H -4.230 1.114 -0.343 0.19
H -5.560 0.389 -1.230 0.21
H -6.453 2.242 -0.140 0.21
H -5.146 3.318 -0.569 0.19
H -6.690 2.166 -2.871 0.20
H -7.561 3.267 -1.823 0.21
H -5.845 5.005 -2.137 0.19
H -6.715 4.550 -3.596 0.21
H -4.754 3.209 -4.353 0.20
H -4.475 4.930 -4.183 0.21
H -3.642 4.124 -1.718 0.19
H -2.586 4.326 -3.097 0.22
H -1.234 -0.080 0.366 0.21
H 0.078 -0.677 -0.667 0.22
H 0.608 -1.161 1.701 0.22
H 0.404 0.550 2.123 0.19
```

Summary:
2S+1	1
orbital gap	9.761	eV
HOMO level	-9.18	eV
ΔE to the lowest compared entry with this formula, charge and spin	0.000	eV

=====

# 5
DFT (ωB97M-V with the def2-TZVPD basis set) results for a structure of composition C22H43NO8Rb.

XYZ file:
```
75
Properties=species:S:1:pos:R:3:mulliken_charge:R:1
Rb 1.505 -3.333 1.482 0.75
O -2.178 -1.285 -1.211 -0.43
C -1.658 -0.969 -0.050 0.05
O -2.234 -0.027 0.470 -0.68
O -0.638 -1.521 0.445 -0.86
H -2.691 -0.518 -0.947 0.14
C 3.641 1.567 2.164 -1.77
C 3.606 0.192 1.515 1.82
C 4.931 0.192 0.695 -1.42
C 6.164 -0.333 1.455 -0.88
C 5.912 -1.572 2.270 -1.27
C 4.748 -1.454 3.204 1.75
N 3.526 -0.997 2.474 0.72
O 2.377 -1.018 3.299 -0.86
C 5.189 -0.533 4.413 -1.76
C 4.533 -2.926 3.636 -2.01
C 2.401 0.118 0.526 -1.97
H 4.504 1.768 2.798 0.17
H 2.774 1.682 2.815 0.47
H 3.562 2.384 1.447 0.33
H 5.185 1.172 0.291 0.37
H 4.880 -0.366 -0.240 0.40
H 6.557 0.483 2.060 0.37
H 6.974 -0.427 0.732 0.44
H 6.834 -1.692 2.838 0.49
H 5.887 -2.418 1.584 0.26
H 4.411 -0.374 5.159 0.35
H 5.477 0.485 4.148 0.34
H 6.010 -0.979 4.974 0.43
H 3.780 -2.943 4.424 0.28
H 5.478 -3.322 4.007 0.43
H 4.280 -3.637 2.850 0.45
H 2.366 -0.741 -0.144 0.29
H 2.308 1.008 -0.095 0.35
H 1.465 0.105 1.086 0.52
C -3.166 -0.788 -4.682 -0.44
C -2.693 -1.481 -5.948 0.52
O -3.152 -1.144 -7.017 -0.59
C -1.629 -2.540 -5.874 -1.19
H -2.820 0.245 -4.703 0.25
H -2.705 -1.248 -3.808 0.17
H -4.246 -0.792 -4.534 0.31
H -1.336 -2.769 -6.899 0.37
H -1.945 -3.482 -5.428 0.31
H -0.800 -2.080 -5.336 0.31
C -5.129 -2.384 -2.052 -0.85
C -5.615 -1.789 -0.758 0.92
O -6.086 -0.656 -0.628 -0.60
C -5.495 -2.733 0.436 -1.26
H -4.096 -2.727 -1.998 0.21
H -5.223 -1.566 -2.766 0.03
H -5.765 -3.207 -2.377 0.56
H -6.079 -2.379 1.285 0.33
H -4.440 -2.758 0.712 0.30
H -5.928 -3.715 0.247 0.37
C -5.024 3.193 -0.642 -1.09
C -4.674 2.801 -2.027 0.47
O -5.146 3.342 -3.005 -0.64
C -3.889 1.554 -2.158 0.41
H -5.736 2.546 -0.130 0.25
H -5.619 4.094 -0.788 0.39
H -4.160 3.470 -0.038 0.25
H -3.349 1.612 -3.103 -0.02
H -4.529 0.675 -2.089 -0.04
H -3.118 1.477 -1.391 -0.05
C -0.698 3.297 0.209 -0.69
C -0.133 3.566 1.627 0.69
O -0.692 3.059 2.568 -0.54
C 1.201 4.307 1.742 -0.69
H -0.882 4.252 -0.283 0.43
H -1.706 2.884 0.258 -0.04
H -0.088 2.598 -0.363 0.26
H 1.954 3.583 1.433 -0.17
H 1.446 4.778 2.694 0.33
H 1.325 5.134 1.043 0.41
```

Summary:
⟨S²⟩	0.7505
2S+1	2
orbital gap (spin up / spin down)	1.163 / 4.617	eV
net charge	-2
HOMO level (spin up / spin down)	2.14 / -0.54	eV

=====

# 6
DFT (ωB97M-V with the def2-TZVPD basis set) results for a structure of composition C22H44AsClO4SSi3V.

XYZ file:
```
77
Properties=species:S:1:pos:R:3:mulliken_charge:R:1
V -0.276 0.506 0.596 -0.17
C 0.374 0.367 3.685 -1.02
O -0.270 -0.095 2.474 0.25
Si -1.232 -1.511 2.199 0.18
C -2.807 -1.316 3.140 -1.25
C -0.248 -2.948 2.807 -1.32
C -1.257 -1.069 0.342 1.41
Si -3.024 -0.959 -0.463 0.29
C -2.885 -0.353 -2.227 -1.09
C -4.131 0.203 0.510 -1.00
C -3.772 -2.663 -0.464 -1.15
Si 0.050 -2.181 -0.670 0.65
C 1.767 -1.849 0.023 -0.96
C -0.354 -3.978 -0.384 -1.18
C 0.055 -1.821 -2.492 -1.23
H 1.028 -0.418 4.059 0.36
H -0.391 0.610 4.420 0.32
H 0.961 1.247 3.443 0.28
H -2.609 -1.542 4.190 0.46
H -3.580 -2.011 2.806 0.40
H -3.204 -0.304 3.074 0.32
H -0.111 -2.807 3.883 0.47
H 0.734 -3.046 2.346 0.37
H -0.788 -3.888 2.683 0.41
H -2.125 0.415 -2.381 0.13
H -3.852 0.049 -2.541 0.51
H -2.647 -1.170 -2.906 0.38
H -3.607 0.992 1.049 0.22
H -4.739 -0.346 1.229 0.38
H -4.827 0.668 -0.195 0.41
H -3.253 -3.342 -1.140 0.32
H -4.798 -2.565 -0.832 0.42
H -3.825 -3.127 0.522 0.37
H 1.851 -1.475 1.045 0.37
H 2.358 -1.199 -0.623 -0.12
H 2.265 -2.825 0.019 0.70
H 0.001 -4.351 0.573 0.38
H 0.193 -4.522 -1.161 0.43
H -1.406 -4.235 -0.492 0.29
H 0.065 -0.760 -2.739 0.23
H -0.763 -2.306 -3.024 0.34
H 0.985 -2.253 -2.876 0.46
C -1.926 3.383 -2.092 -0.84
As -2.127 3.904 -0.262 0.69
C -3.985 4.064 0.170 -0.99
C -1.274 5.593 0.024 -1.06
S -1.176 2.566 1.163 -0.62
H -2.298 4.191 -2.721 0.50
H -2.512 2.485 -2.271 0.19
H -0.874 3.201 -2.302 0.29
H -4.384 4.932 -0.355 0.45
H -4.084 4.202 1.245 0.39
H -4.510 3.165 -0.141 0.28
H -1.793 6.359 -0.551 0.42
H -0.237 5.523 -0.295 0.36
H -1.319 5.829 1.086 0.41
C 4.768 0.637 -2.830 -1.87
C 4.816 -0.064 -1.499 0.94
C 5.170 -1.409 -1.425 -0.56
C 5.288 -2.048 -0.202 0.06
Cl 5.694 -3.730 -0.157 -0.19
C 5.093 -1.360 0.985 -0.64
C 4.721 -0.028 0.928 -0.29
C 4.559 0.596 -0.298 0.24
O 4.187 1.942 -0.278 -0.50
C 2.926 2.199 -0.818 -0.78
C 1.818 1.423 -0.151 1.07
O 1.738 1.141 1.059 -0.53
O 0.797 1.045 -0.876 -0.74
H 5.451 0.159 -3.529 0.49
H 5.059 1.682 -2.734 0.37
H 3.772 0.595 -3.279 0.29
H 5.382 -1.958 -2.334 0.52
H 5.231 -1.861 1.933 0.52
H 4.558 0.546 1.831 0.51
H 2.855 2.011 -1.892 0.28
H 2.712 3.258 -0.638 0.34
```

Summary:
⟨S²⟩	0.7786
2S+1	2
orbital gap (spin up / spin down)	5.678 / 6.301	eV
net charge	+2
HOMO level (spin up / spin down)	-13.14 / -13.14	eV
ΔE to the lowest compared entry with this formula, charge and spin	0.052	eV